(1)
Here is a 4-piece molecular cluster, CH7O5 overall from the OMol25 dataset. Energies are from ωB97M-V/def2-TZVPD.

Last column: Löwdin charge in e.
Positions of all 13 atoms, in Å:
O 0.9565 1.8454 0.1818  -0.1085
C -0.0748 1.2859 -0.2493  -0.5531
O -0.0477 0.0423 -0.5362  -0.1784
H -1.1087 1.8032 -0.3022  0.1346
H -2.1245 -1.9969 0.1674  0.0217
H -1.7314 -0.8198 -0.7673  0.0149
O -2.4899 -1.4535 -0.5649  -0.1332
H -0.2845 -1.1218 1.4276  0.0024
H 0.5194 0.1370 1.7376  0.0775
O -0.2831 -0.4249 2.0981  -0.1295
H 1.6719 -0.2796 -1.1579  -0.0150
H 2.4100 0.9152 -0.7063  0.0628
O 2.5871 0.0673 -1.3283  -0.1961

Force components x, y, z for each atom (eV/Å):
-0.92 1.09 -0.06
0.53 -1.48 0.46
-1.36 0.62 -0.80
1.39 -0.29 -0.04
-0.40 0.65 -0.77
-0.61 -0.73 0.45
1.14 0.13 0.35
-0.12 0.30 0.01
-2.37 -1.39 1.01
2.54 1.14 -0.54
0.69 0.05 -0.36
0.68 -2.41 -1.90
-1.19 2.32 2.18

Computed properties:
- Relative energy (zero: lowest compared OMol25 entry of this formula, charge and spin): 76.6 kJ/mol
- Total charge: -1
- Energy: -418.5781 Eh
- Frontier orbital gap: 9.6295 eV
- Lowest unoccupied orbital energy: 0.1457 hartree
- 2S+1: 1

***

(2)
Here is C37H34N2O5RhSe as an isolated structure from the OMol25 dataset. Energies are from ωB97M-V/def2-TZVPD.

Last column: Löwdin charge in e.
Positions of all 80 atoms, in Å:
Rh -0.5235 1.9506 0.6197  1.2276
C 3.5051 -2.6924 -0.9571  0.0270
C 2.1644 -2.1651 -1.4298  -0.5355
C 1.6930 -2.8386 -2.6956  0.0339
O 2.2135 -0.7579 -1.6597  -0.0081
C 1.9046 -0.1841 -0.4149  -0.1752
C 0.7596 -1.0720 0.1145  -0.1595
O 1.2085 -2.3322 -0.3523  -0.0085
C -0.7777 -0.8914 -0.1671  -0.3212
O -1.1597 0.4557 -0.3925  -0.2445
C -1.2353 -1.6407 -1.4310  -0.1456
C -1.5517 -0.9705 -2.6041  -0.0324
C -1.9743 -1.6736 -3.7282  -0.0691
C -2.0950 -3.0516 -3.6862  -0.0775
C -1.8055 -3.7259 -2.5057  -0.0616
C -1.3842 -3.0274 -1.3886  -0.0261
C -1.6019 -1.4586 1.0049  -0.1639
C -1.0809 -2.1839 2.0706  -0.0419
C -1.9138 -2.6540 3.0829  -0.0605
C -3.2799 -2.4384 3.0258  -0.0769
C -3.8160 -1.7602 1.9377  -0.0722
C -2.9839 -1.2747 0.9455  -0.0374
C 1.8792 1.3518 -0.3761  -0.3790
O 1.3347 1.6375 0.9107  -0.3871
C 0.9864 2.0778 -1.3814  -0.1617
C 0.5065 3.3475 -1.0034  -0.1076
C -0.3446 4.0713 -1.8568  -0.0562
C -0.6907 3.5481 -3.0798  -0.0495
C -0.1735 2.3074 -3.4713  -0.0325
C 0.6389 1.5709 -2.6362  -0.0130
C 3.3026 1.8832 -0.4780  -0.1439
C 3.9944 1.7706 -1.6820  -0.0122
C 5.2934 2.2392 -1.7824  -0.0603
C 5.9116 2.8262 -0.6850  -0.0763
C 5.2236 2.9416 0.5109  -0.0665
C 3.9191 2.4721 0.6162  -0.0185
H 4.2429 -2.5940 -1.7526  0.0983
H 3.4067 -3.7449 -0.6939  0.0998
H 3.8586 -2.1534 -0.0790  0.0887
H 2.4487 -2.7164 -3.4716  0.1003
H 0.7551 -2.4046 -3.0344  0.0718
H 1.5489 -3.9031 -2.5154  0.1045
H 2.7163 -0.4089 0.2928  0.1630
H 0.8687 -1.0609 1.1969  0.0822
H -1.4802 0.1045 -2.6433  0.0877
H -2.2168 -1.1351 -4.6358  0.1056
H -2.4249 -3.5984 -4.5595  0.1071
H -1.9103 -4.8019 -2.4553  0.1110
H -1.1625 -3.5640 -0.4763  0.1272
H -0.0288 -2.4299 2.1217  0.1133
H -1.4862 -3.2109 3.9070  0.1136
H -3.9259 -2.8188 3.8062  0.1100
H -4.8866 -1.6164 1.8613  0.1122
H -3.4117 -0.7744 0.0835  0.1234
H 0.9416 3.8526 -0.1441  0.1306
H -0.6992 5.0476 -1.5542  0.1183
H -1.3373 4.1006 -3.7478  0.1146
H -0.4267 1.9104 -4.4466  0.1211
H 1.0019 0.5995 -2.9367  0.1220
H 3.5220 1.3095 -2.5397  0.1176
H 5.8255 2.1480 -2.7201  0.1090
H 6.9259 3.1935 -0.7662  0.1074
H 5.6986 3.3995 1.3687  0.1074
H 3.3816 2.5664 1.5502  0.1074
O -2.5305 2.5236 0.0746  -0.0829
H -3.2088 2.8740 0.6612  0.0804
H -2.8365 1.6816 -0.3079  0.0788
Se 0.7916 0.7097 3.3217  1.2876
N -0.7495 1.1859 2.4864  -0.2976
C -1.7617 1.0063 3.3280  -0.3119
C -3.1450 1.2501 3.0904  -0.0291
C -4.0272 1.0438 4.0979  -0.0429
C -3.6259 0.5687 5.3885  -0.0493
C -2.3304 0.2922 5.6516  0.0013
C -1.3587 0.5091 4.6236  -0.3672
N -0.0680 0.2999 4.7869  -0.1971
H -3.4882 1.5358 2.1110  0.0881
H -5.0803 1.2193 3.9189  0.1191
H -4.3816 0.4229 6.1479  0.1153
H -1.9925 -0.0781 6.6093  0.1259

Force components x, y, z for each atom (eV/Å):
0.28 -0.16 0.02
0.02 -0.01 -0.01
-0.04 0.02 0.03
-0.01 0.00 0.01
0.01 -0.03 -0.01
-0.03 0.05 0.00
0.01 0.00 0.00
0.01 0.00 -0.04
0.04 -0.03 -0.02
-0.06 0.05 0.02
0.01 -0.05 0.03
-0.02 0.00 -0.02
0.01 0.02 0.00
0.00 -0.02 0.01
0.01 0.01 -0.02
0.01 0.05 0.01
0.00 0.02 -0.01
-0.01 0.01 -0.02
0.00 -0.01 0.00
0.00 -0.01 0.00
-0.01 0.01 0.00
0.01 -0.01 0.01
0.03 -0.03 -0.02
-0.05 -0.01 0.05
-0.10 0.09 0.14
-0.06 0.01 -0.12
0.03 -0.04 -0.04
0.02 -0.02 0.02
-0.02 0.03 0.00
-0.03 0.03 0.00
-0.03 0.01 -0.07
0.00 0.00 0.02
0.02 0.01 0.02
0.01 -0.01 -0.03
-0.03 -0.01 0.03
0.03 0.01 0.02
0.00 -0.01 0.00
0.00 0.00 0.00
0.00 0.00 0.00
0.01 0.00 0.00
0.00 -0.01 -0.01
0.00 0.00 0.00
0.00 -0.01 -0.01
-0.01 -0.02 0.01
0.00 0.00 0.00
0.00 0.00 0.00
0.00 0.00 0.00
0.00 0.00 0.00
0.00 -0.01 0.00
0.00 0.00 0.01
0.00 0.00 0.00
0.00 0.00 0.00
0.00 0.00 0.00
0.01 0.00 -0.01
0.01 -0.01 0.00
0.01 0.01 0.00
0.00 0.00 0.00
0.00 0.00 0.00
0.00 0.00 -0.01
-0.01 0.00 0.00
0.00 0.00 0.00
0.00 0.00 0.00
0.00 0.00 0.00
0.01 0.00 0.00
-0.01 -0.01 -0.09
0.00 0.02 0.00
-0.02 0.00 0.01
0.02 -0.02 0.03
-0.10 0.06 0.04
0.04 -0.04 -0.01
0.00 0.00 0.02
-0.01 0.01 -0.03
0.00 0.00 0.01
0.01 0.00 0.00
0.04 0.01 0.01
-0.05 0.02 -0.03
0.01 0.01 0.00
0.00 0.00 0.00
0.00 0.00 0.00
-0.01 0.00 0.00

Computed properties:
- Relative energy (zero: lowest compared OMol25 entry of this formula, charge and spin): 1.0 kJ/mol
- Total charge: +1
- Energy: -4427.7606 Eh
- Frontier orbital gap (spin up / spin down): 6.9278 / 6.9285 eV
- Lowest unoccupied orbital energy (spin up / spin down): -0.1571 / -0.1570 hartree
- 2S+1: 1

***

(3)
Here is a 4-piece molecular cluster, C7H16Cl6O3P overall from the OMol25 dataset. Energies are from ωB97M-V/def2-TZVPD.

Last column: Löwdin charge in e.
Positions of all 33 atoms, in Å:
C -1.0294 2.7283 -0.6093  -0.3186
P 0.1724 1.4883 -0.0071  0.4039
O -0.1782 1.1632 1.4482  -0.4419
O 0.0776 0.0337 -0.8730  -0.2687
O 1.7561 1.9903 -0.1279  -0.2154
H -1.9626 2.4024 -0.0968  -0.0847
H -1.2494 2.5452 -1.6912  -0.0852
H -0.6294 -0.4359 -0.4322  0.0116
H 1.8740 2.5850 -0.8686  0.0391
Cl -1.3954 3.8872 4.2778  0.5427
C -2.6335 2.7649 4.8808  -0.6820
C -3.1592 1.8723 3.7800  -0.6644
Cl -4.1259 2.7776 2.5896  0.5287
H -3.4305 3.3480 5.3396  0.0582
H -2.1630 2.1589 5.6551  0.0647
H -3.8129 1.1102 4.2055  0.0639
H -2.3475 1.3746 3.2482  0.0575
Cl 2.2197 0.4473 -5.2189  0.5207
C 1.4309 -0.7765 -4.1879  -0.6594
C 0.7594 -1.8569 -5.0016  -0.6663
Cl -0.6650 -1.2523 -5.8869  0.5226
H 0.7224 -0.2660 -3.5371  0.0569
H 2.2096 -1.2149 -3.5651  0.0726
H 0.4091 -2.6480 -4.3396  0.0692
H 1.4439 -2.2941 -5.7263  0.0622
Cl 3.5895 -3.6259 -0.3386  0.5098
C 2.6123 -2.5992 0.7464  -0.6530
C 1.3294 -3.2754 1.1660  -0.6587
Cl 0.1934 -3.4430 -0.1930  0.5393
H 2.4157 -1.6577 0.2362  0.0640
H 3.2240 -2.3932 1.6238  0.0727
H 0.8306 -2.6727 1.9243  0.0764
H 1.5120 -4.2658 1.5796  0.0617

Force components x, y, z for each atom (eV/Å):
1.15 -1.67 -0.55
-3.30 1.52 1.86
1.31 -0.23 -1.69
1.46 0.92 0.02
-1.09 -1.31 -0.08
0.59 0.24 0.08
0.42 0.24 0.42
-0.30 -0.22 0.22
-0.22 0.31 -0.23
0.02 0.12 0.05
-0.03 -0.10 0.01
0.12 -0.23 0.05
-0.03 0.02 0.01
0.01 0.03 -0.10
0.00 -0.06 -0.08
-0.02 0.07 0.05
0.05 0.19 -0.11
0.02 0.04 -0.08
-0.15 -0.07 0.21
0.16 -0.09 0.12
-0.02 0.00 -0.08
0.03 0.01 -0.03
-0.02 -0.03 -0.04
-0.01 0.09 0.06
-0.04 0.09 -0.04
0.05 -0.07 -0.08
-0.11 0.25 0.15
0.07 0.10 0.18
-0.09 -0.13 -0.07
-0.07 -0.07 -0.04
-0.03 -0.06 0.00
0.04 0.11 -0.09
0.02 -0.01 -0.12

Computed properties:
- Total charge: -1
- Energy: -3604.6488 Eh
- Frontier orbital gap: 5.4615 eV
- Lowest unoccupied orbital energy: 0.0923 hartree
- 2S+1: 1

***

(4)
Here is a 10-piece molecular cluster, C11H40N13O12 overall from the OMol25 dataset. Energies are from ωB97M-V/def2-TZVPD.

Last column: Löwdin charge in e.
Positions of all 76 atoms, in Å:
O -3.3859 -17.7063 -11.3394  0.0469
C -3.6782 -18.9769 -11.0427  -0.9306
O -2.9675 -19.9417 -11.4299  -0.1074
O -4.7830 -19.2225 -10.5649  -0.0866
H -4.1733 -17.2852 -10.9867  0.0807
C -7.9675 -16.7269 -15.7344  -0.8031
O -8.7164 -16.4355 -16.6563  0.0179
N -6.7410 -16.3998 -15.6991  0.1533
N -8.1183 -17.6625 -14.8315  0.1524
H -6.2975 -16.6662 -14.8317  0.1149
H -6.3293 -15.9355 -16.4960  0.1309
H -9.0125 -18.1320 -14.8269  0.1202
H -7.3594 -17.8610 -14.1953  0.1131
C -1.0159 -12.1120 -5.5723  -0.8409
O -1.9369 -11.5621 -5.0186  0.0365
N -1.1051 -12.6990 -6.7267  0.1574
N 0.1980 -12.0869 -5.2102  0.1662
H -1.9835 -12.6703 -7.2244  0.1268
H -0.2631 -13.0573 -7.1542  0.1079
H 0.4828 -11.4378 -4.4906  0.1332
H 0.7293 -12.6758 -5.8354  0.1131
C 3.7363 -15.3685 -10.3250  -0.7842
O 3.4931 -15.0363 -9.1786  0.0213
N 4.9081 -15.1065 -10.8637  0.1436
N 2.9368 -15.9412 -11.1817  0.1642
H 5.0436 -15.3266 -11.8401  0.1012
H 5.5230 -14.4866 -10.3561  0.1162
H 1.9559 -15.9373 -10.9410  0.1257
H 3.2733 -16.3236 -12.0538  0.1118
C -6.1910 -25.4744 -9.2991  -0.7929
O -6.6204 -26.5684 -8.8634  -0.0322
N -6.1624 -25.2567 -10.5305  0.1735
N -5.7073 -24.5121 -8.5281  0.1664
H -6.4557 -25.9790 -11.1726  0.1351
H -5.8502 -24.3417 -10.8225  0.1243
H -5.9098 -24.5291 -7.5388  0.1179
H -5.5065 -23.6693 -9.0473  0.1078
C -9.6017 -18.8923 -5.8790  -0.8721
O -10.0408 -18.7514 -4.7797  0.0473
N -8.4034 -18.6421 -6.1212  0.1749
N -10.2999 -19.3077 -6.9037  0.1674
H -8.0235 -19.0198 -6.9774  0.1224
H -7.8185 -18.5783 -5.3003  0.1360
H -9.8164 -19.1620 -7.7784  0.1044
H -11.2329 -19.6944 -6.9157  0.1202
C 2.4515 -22.8849 -12.1171  -0.8302
O 3.4338 -23.5463 -12.2116  0.0430
N 1.8388 -22.5501 -11.0220  0.1693
N 1.8002 -22.5308 -13.1939  0.1556
H 2.1129 -22.7769 -10.0767  0.1227
H 0.9874 -22.0109 -11.0890  0.1113
H 0.8909 -22.1796 -12.9293  0.1056
H 2.0858 -22.8730 -14.1002  0.1215
C 1.1241 -10.0044 -12.4792  -0.0450
C 0.7727 -9.5231 -13.9078  -0.4420
C -0.7534 -9.3154 -14.0117  -0.1863
O -1.3037 -10.6389 -13.7580  -0.2178
C -2.6708 -10.5812 -13.3774  -0.1132
N 1.3323 -8.2374 -14.0977  0.0060
H 0.4752 -10.8290 -12.1845  0.0725
H 0.9546 -9.1985 -11.7652  0.0765
H 2.1436 -10.3889 -12.4509  0.0756
H 1.1966 -10.1915 -14.6572  0.1403
H -1.0665 -9.0420 -15.0193  0.1183
H -1.0973 -8.5376 -13.3299  0.1214
H -3.2024 -9.9609 -14.0991  0.0781
H -2.8513 -10.1558 -12.3902  0.0854
H -3.0203 -11.6100 -13.4644  0.0900
H 1.1743 -7.6506 -13.2910  0.0671
H 1.1068 -7.7002 -14.9227  0.0730
O -2.9305 -20.9469 -17.2647  -0.0572
H -2.6291 -20.6240 -16.4156  0.0322
H -3.1360 -20.1559 -17.7631  0.0246
O -6.3137 -14.4458 -8.8345  -0.0550
H -6.3450 -15.1888 -8.2319  0.0282
H -7.1774 -14.4348 -9.2470  0.0255

Force components x, y, z for each atom (eV/Å):
0.88 1.50 -0.10
-0.01 -4.95 -1.67
1.80 1.48 -0.16
-2.56 1.36 1.82
-0.15 0.54 0.07
-2.31 -1.13 -3.13
-1.11 0.31 0.21
5.58 3.00 0.02
-3.00 -2.43 2.59
1.18 0.73 -0.90
0.19 0.12 0.68
0.37 -0.07 0.59
-0.84 -0.57 0.01
-3.67 1.86 0.15
-1.49 0.71 1.08
-1.48 -2.35 -4.11
5.24 -0.11 2.29
0.34 -0.29 0.07
-0.80 -0.01 -0.51
0.43 -0.61 -0.24
1.44 0.79 1.25
0.61 1.24 1.96
-0.87 0.05 0.57
3.16 0.53 -1.15
-3.08 -1.60 -1.40
0.44 0.48 0.36
0.00 -0.36 -0.31
0.18 -0.50 -0.29
-0.48 0.17 0.29
-1.53 -4.77 5.42
0.29 0.90 0.23
0.35 1.84 -6.55
0.67 1.59 0.89
0.14 0.41 0.15
-0.13 -0.44 -0.81
0.12 0.19 -0.41
0.15 0.38 1.06
-4.60 -0.80 2.22
-1.90 0.17 3.43
7.66 1.27 -1.96
-1.48 -1.00 -3.88
0.62 0.20 0.36
0.12 0.16 -0.40
-0.76 -0.44 -0.25
0.40 0.44 0.44
0.88 -1.49 -0.97
3.56 -1.79 0.57
-2.22 1.58 4.01
-2.30 1.78 -2.06
0.38 -0.14 -0.61
0.19 -0.06 0.31
-0.20 0.02 -1.64
-0.38 0.15 0.40
-0.23 -0.49 -0.79
-1.34 0.52 0.85
0.40 -2.96 -0.37
-0.47 1.38 0.51
0.35 -0.32 -0.92
1.92 1.80 0.19
-0.03 0.04 -0.14
0.25 0.09 0.04
0.09 0.37 0.18
-0.47 -0.25 -0.02
0.12 0.28 -0.22
-0.01 -0.16 0.43
-0.34 0.03 -0.12
0.23 -0.13 0.24
-0.28 0.15 0.31
0.05 0.10 -0.01
-0.24 -0.43 -0.16
0.02 -0.22 -0.17
0.05 0.04 0.32
-0.08 0.17 -0.12
0.15 0.22 -0.04
0.07 -0.23 0.15
-0.19 0.01 -0.12

Computed properties:
- Relative energy (zero: lowest compared OMol25 entry of this formula, charge and spin): 262.1 kJ/mol
- Total charge: -1
- Energy: -2057.9585 Eh
- Frontier orbital gap: 6.3531 eV
- Lowest unoccupied orbital energy: 0.0617 hartree
- 2S+1: 1